Molecular formula: C32H68BFO27P2
Method: DFT, the ωB97M-V functional and the def2-TZVPD basis

Last column: Mulliken charge in e.
CARTESIAN COORDINATES (ANGSTROEM)
O1 1.87 -1.48 1.86  -0.5079
P1 1.97 -1.14 0.36  0.2198
P2 0.52 0.39 -0.24  0.1032
F1 0.77 1.79 0.61  -0.3024
B1 -1.17 -0.43 0.29  0.8295
O2 -1.99 -1.04 -0.67  -0.4552
O3 -1.49 -0.41 1.65  -0.5923
H1 3.28 -0.73 -0.02  0.1246
H2 1.54 -2.31 -0.34  0.0803
H3 -1.50 -1.72 -1.14  0.2583
H4 -2.08 -1.14 1.86  0.2645
C1 -2.49 2.04 2.45  -0.8435
C2 -1.53 3.22 2.47  -0.0220
O4 -2.15 4.41 1.96  -0.3752
C3 -2.96 5.03 2.80  0.8042
O5 -3.21 4.70 3.93  -0.5922
O6 -3.48 6.09 2.17  -0.3546
C4 -4.44 6.81 2.94  -0.6219
H5 -2.90 1.91 1.45  0.2510
H6 -1.99 1.12 2.75  0.2750
H7 -3.33 2.21 3.12  0.3331
H8 -0.68 3.01 1.83  0.1300
H9 -1.14 3.39 3.48  0.2633
H10 -4.04 7.09 3.91  0.2860
H11 -5.35 6.21 3.06  0.2780
H12 -4.69 7.71 2.39  0.2252
C5 -4.22 -3.58 5.90  -1.2163
C6 -3.66 -4.63 4.96  -0.1845
O7 -4.68 -5.14 4.08  -0.3198
C7 -4.98 -4.36 3.05  0.7936
O8 -4.48 -3.30 2.79  -0.5511
O9 -5.96 -4.95 2.36  -0.3004
C8 -6.44 -4.17 1.26  -0.6911
H13 -5.09 -3.96 6.43  0.3090
H14 -3.46 -3.27 6.62  0.3824
H15 -4.54 -2.69 5.35  0.3032
H16 -3.30 -5.48 5.54  0.3425
H17 -2.81 -4.25 4.38  0.2998
H18 -5.63 -3.86 0.61  0.2963
H19 -6.99 -3.30 1.63  0.2960
H20 -7.13 -4.80 0.70  0.2303
C9 -1.64 -0.38 -6.97  -1.2202
C10 -0.31 0.23 -6.57  -0.0312
O10 -0.51 1.44 -5.82  -0.3752
C11 -0.84 1.27 -4.54  0.7241
O11 -0.97 0.22 -3.98  -0.5352
O12 -1.02 2.48 -4.00  -0.3517
C12 -1.45 2.44 -2.65  -0.2590
H21 -2.25 0.35 -7.50  0.3133
H22 -1.48 -1.24 -7.62  0.3699
H23 -2.20 -0.71 -6.10  0.3101
H24 0.25 0.51 -7.46  0.2203
H25 0.30 -0.48 -6.01  0.3264
H26 -0.80 1.82 -2.04  -0.1782
H27 -2.48 2.07 -2.59  0.3126
H28 -1.43 3.46 -2.26  0.2529
C13 -3.49 -7.32 2.11  -0.7589
C14 -3.74 -8.81 2.02  -0.4225
O13 -2.73 -9.46 1.24  -0.3567
C15 -1.58 -9.68 1.88  0.7885
O14 -1.33 -9.39 3.02  -0.5545
O15 -0.73 -10.25 1.02  -0.3419
C16 0.57 -10.47 1.55  -0.6224
H29 -3.37 -6.88 1.11  0.3138
H30 -4.31 -6.82 2.61  0.1781
H31 -2.57 -7.10 2.66  0.3360
H32 -4.68 -8.99 1.50  0.3281
H33 -3.82 -9.26 3.00  0.3195
H34 0.53 -11.02 2.50  0.2922
H35 1.09 -9.52 1.69  0.2847
H36 1.12 -11.07 0.83  0.2226
C17 2.88 3.26 -7.82  -1.0084
C18 3.81 2.16 -7.33  -0.2562
O16 3.95 1.13 -8.32  -0.3446
C19 4.78 1.41 -9.31  0.7823
O17 5.41 2.42 -9.44  -0.6297
O18 4.78 0.38 -10.16  -0.3452
C20 5.57 0.59 -11.33  -0.6399
H37 1.93 2.84 -8.13  0.2624
H38 2.71 3.99 -7.03  0.3724
H39 3.31 3.78 -8.68  0.2547
H40 3.38 1.69 -6.44  0.3261
H41 4.79 2.56 -7.04  0.3466
H42 6.59 0.88 -11.06  0.2851
H43 5.11 1.34 -11.97  0.2889
H44 5.61 -0.36 -11.87  0.2272
C21 7.75 8.06 -5.84  -1.0934
C22 6.30 7.64 -5.87  -0.1727
O19 5.81 7.54 -7.21  -0.3803
C23 6.16 6.43 -7.86  0.7812
O20 6.81 5.53 -7.42  -0.5527
O21 5.66 6.50 -9.10  -0.3637
C24 6.02 5.40 -9.94  -0.3677
H45 7.90 8.97 -6.41  0.2926
H46 8.09 8.22 -4.81  0.3554
H47 8.39 7.29 -6.29  0.3079
H48 5.69 8.40 -5.38  0.2940
H49 6.14 6.70 -5.34  0.2998
H50 5.79 4.45 -9.47  0.1290
H51 7.09 5.45 -10.18  0.3282
H52 5.45 5.50 -10.86  0.2255
C25 3.14 -2.90 4.59  -1.0041
C26 2.86 -4.38 4.51  -0.1532
O22 3.82 -5.05 3.69  -0.3507
C27 4.99 -5.30 4.26  0.7770
O23 5.30 -5.03 5.39  -0.5473
O24 5.78 -5.89 3.36  -0.3405
C28 7.10 -6.14 3.83  -0.6426
H53 3.21 -2.47 3.59  0.2197
H54 2.35 -2.38 5.14  0.3474
H55 4.09 -2.70 5.10  0.3394
H56 1.88 -4.55 4.04  0.2461
H57 2.82 -4.84 5.50  0.3201
H58 7.09 -6.69 4.77  0.2960
H59 7.64 -5.20 3.94  0.2883
H60 7.60 -6.74 3.07  0.2232
C29 -6.19 5.81 10.01  -1.0880
C30 -5.23 4.71 10.42  -0.1743
O25 -5.09 3.73 9.38  -0.3821
C31 -4.29 4.08 8.37  0.7567
O26 -3.68 5.12 8.28  -0.5592
O27 -4.29 3.09 7.48  -0.3752
C32 -3.52 3.37 6.30  -0.5312
H61 -7.14 5.38 9.70  0.2882
H62 -6.36 6.49 10.84  0.3527
H63 -5.80 6.38 9.17  0.3082
H64 -5.62 4.18 11.29  0.2887
H65 -4.25 5.11 10.70  0.3050
H66 -2.51 3.68 6.55  0.3082
H67 -4.01 4.13 5.71  0.3505
H68 -3.48 2.45 5.72  0.1939

Values from the calculation:
SMILES: O=[PH2]P(F)B(O)O.CCOC(=O)OC.CCOC(=O)OC.CCOC(=O)OC.CCOC(=O)OC.CCOC(=O)OC.CCOC(=O)OC.CCOC(=O)OC.CCOC(=O)OC
HOMO (eV): -9.15
DFT total energy (a.u.): -4099.17624

---

Molecular formula: C32H68FN2O2PS2
Method: DFT, the ωB97M-V functional and the def2-TZVPD basis

Last column: Mulliken charge in e.
CARTESIAN COORDINATES (ANGSTROEM)
C1 -0.33 1.50 1.25  -1.2240
C2 0.43 0.83 2.41  0.3476
C3 -0.49 0.63 3.62  -0.6516
C4 0.03 -0.34 4.67  -1.2197
N1 0.08 -1.77 4.32  0.2729
C5 -0.81 -2.22 3.26  -0.8109
C6 -2.28 -2.11 3.66  -0.8815
C7 -2.95 -3.47 3.91  -1.0039
C8 -4.47 -3.41 3.66  -0.7972
P1 -4.93 -4.37 2.15  -0.1283
C9 -5.55 -3.07 1.01  0.3007
O1 -4.79 -2.23 0.58  -0.5086
N2 -6.98 -3.09 0.62  -0.2811
C10 -7.63 -2.01 1.26  0.7192
O2 -7.98 -1.99 2.42  -0.4634
F1 -7.82 -0.97 0.42  -0.2192
C11 1.36 -2.32 4.26  -0.0826
S1 1.96 -3.17 5.51  -0.1964
S2 2.35 -2.09 2.79  0.0984
C12 3.10 -3.72 2.52  -1.0160
C13 4.63 -3.69 2.51  0.3213
C14 5.25 -3.66 1.09  -1.1632
H1 -0.44 0.83 0.41  -0.1360
H2 0.15 2.42 0.94  0.4331
H3 -1.34 1.77 1.55  0.4138
H4 1.21 1.52 2.70  0.4255
H5 0.85 -0.11 2.08  -0.1937
H6 -1.50 0.41 3.30  0.3275
H7 -0.53 1.60 4.11  0.5083
H8 -0.55 -0.19 5.58  0.2928
H9 1.03 -0.02 4.93  0.5179
H10 -0.60 -3.28 3.13  0.7265
H11 -0.62 -1.78 2.29  0.2813
H12 -2.81 -1.62 2.84  0.3715
H13 -2.39 -1.48 4.53  0.4513
H14 -2.51 -4.24 3.29  0.6609
H15 -2.80 -3.72 4.95  0.1599
H16 -4.80 -2.38 3.54  0.4162
H17 -4.99 -3.83 4.51  0.6147
H18 -6.10 -5.07 2.50  0.0544
H19 -7.02 -2.95 -0.39  0.3178
H20 2.75 -4.43 3.26  0.4270
H21 2.74 -4.06 1.55  0.3618
H22 5.01 -4.56 3.02  0.5303
H23 4.99 -2.83 3.05  -0.4302
H24 5.88 -4.52 0.94  0.3136
H25 5.80 -2.75 0.96  0.2566
H26 4.47 -3.68 0.33  0.3783
C15 -1.71 -1.06 -1.35  -1.1687
C16 -0.67 -0.28 -2.15  -0.7972
C17 -1.12 1.13 -2.53  -0.5057
C18 -2.36 1.19 -3.42  -0.5465
C19 -2.25 0.43 -4.74  -0.4914
C20 -1.15 0.97 -5.65  -1.1530
H27 -2.63 -1.20 -1.90  0.3859
H28 -1.33 -2.04 -1.08  0.4749
H29 -1.95 -0.53 -0.42  0.2324
H30 -0.41 -0.85 -3.05  0.4384
H31 0.25 -0.21 -1.57  0.4105
H32 -0.29 1.65 -3.02  0.3726
H33 -1.32 1.69 -1.61  0.2831
H34 -2.59 2.24 -3.63  0.2821
H35 -3.23 0.80 -2.87  0.3153
H36 -3.20 0.50 -5.26  0.3498
H37 -2.08 -0.63 -4.56  0.3329
H38 -1.33 2.02 -5.89  0.1596
H39 -1.13 0.42 -6.60  0.3798
H40 -0.16 0.89 -5.20  0.3647
C21 6.26 0.08 3.19  -1.0857
C22 7.13 -0.96 3.88  -0.1111
C23 8.05 -0.38 4.94  -0.9489
C24 9.08 0.63 4.42  -0.7834
C25 10.00 0.10 3.33  -0.3414
C26 10.87 -1.07 3.78  -1.1975
H41 6.86 0.82 2.66  0.3310
H42 5.59 -0.39 2.46  0.3129
H43 5.63 0.61 3.92  0.2811
H44 7.71 -1.51 3.13  0.2211
H45 6.48 -1.70 4.36  0.2764
H46 8.57 -1.19 5.45  0.3549
H47 7.45 0.11 5.71  0.4195
H48 9.69 0.97 5.26  0.4021
H49 8.56 1.52 4.05  0.3048
H50 10.65 0.91 3.00  0.3654
H51 9.42 -0.20 2.45  0.2441
H52 11.50 -0.78 4.63  0.3007
H53 11.53 -1.40 2.98  0.3741
H54 10.27 -1.93 4.08  0.2838
C27 -5.99 6.85 -6.40  -1.1964
C28 -5.84 5.87 -7.57  -0.3646
C29 -6.06 4.41 -7.16  -0.8193
C30 -5.06 3.87 -6.13  -0.6664
C31 -3.59 3.97 -6.55  -0.0242
C32 -3.26 3.16 -7.79  -1.2516
H55 -5.25 6.66 -5.62  0.2846
H56 -5.86 7.87 -6.75  0.3778
H57 -6.99 6.77 -5.96  0.2970
H58 -4.86 5.99 -8.02  0.2259
H59 -6.57 6.12 -8.34  0.3809
H60 -6.02 3.79 -8.06  0.3112
H61 -7.07 4.30 -6.76  0.3899
H62 -5.30 2.83 -5.93  0.3255
H63 -5.20 4.40 -5.18  0.3764
H64 -2.98 3.61 -5.72  0.0097
H65 -3.31 5.01 -6.70  0.3149
H66 -3.49 2.10 -7.64  0.2189
H67 -2.20 3.23 -8.03  0.3956
H68 -3.81 3.51 -8.67  0.3969

Values from the calculation:
SMILES: CCCCN(CCCCPC(=O)NC(=O)F)C(=S)SCCC.CCCCCC.CCCCCC.CCCCCC
HOMO (eV): -8.26
DFT total energy (a.u.): -2757.59505